(w)
{
  "formula": "AgFV",
  "method": "ωB97M-V/def2-TZVPD",
  "spin_multiplicity": 5,
  "homo_lumo_gap_ev": [9.0, 10.5],
  "s_squared": 6.002,
  "total_charge": 3,
  "elements": ["Ag", "V", "F"],
  "xyz": [[-1.783, -20.918, 1.138], [-2.551, -22.798, 3.454], [-2.427, -22.002, 2.132]],
  "nbo_charge": [1.7871, 1.7849, -0.5720]
}

***

(x)
{
  "formula": "AgFV",
  "method": "ωB97M-V/def2-TZVPD",
  "spin_multiplicity": 5,
  "homo_lumo_gap_ev": [9.8, 6.9],
  "s_squared": 6.007,
  "total_charge": 3,
  "elements": ["Ag", "V", "F"],
  "xyz": [[-38.190, 2.288, 3.145], [-39.653, -1.925, 4.068], [-39.226, 0.147, 3.424]],
  "nbo_charge": [1.6194, 1.9488, -0.5682]
}

***

Least stable of them? (w).

***

(w)
{
  "formula": "C41H33BrCl5N4O3SSiZr",
  "method": "ωB97M-V/def2-TZVPD",
  "spin_multiplicity": 1,
  "homo_lumo_gap_ev": 6.4,
  "total_charge": -1,
  "elements": ["Zr", "Br", "Cl", "Cl", "Cl", "Cl", "Cl", "S", "Si", "O", "O", "O", "N", "N", "N", "N", "C", "C", "C", "C", "C", "C", "C", "C", "C", "C", "C", "C", "C", "C", "C", "C", "C", "C", "C", "C", "C", "C", "C", "C", "C", "C", "C", "C", "C", "C", "C", "C", "C", "C", "C", "C", "C", "C", "C", "C", "C", "H", "H", "H", "H", "H", "H", "H", "H", "H", "H", "H", "H", "H", "H", "H", "H", "H", "H", "H", "H", "H", "H", "H", "H", "H", "H", "H", "H", "H", "H", "H", "H", "H"],
  "xyz": [[0.101, 0.332, 0.643], [-1.067, 0.059, 3.485], [6.138, 4.434, 1.966], [0.820, 4.436, 2.949], [3.001, 0.291, 0.425], [5.819, 1.681, 0.535], [3.621, 5.872, 3.092], [2.193, -2.619, -1.167], [-1.598, 0.017, -3.164], [0.774, 1.339, -0.885], [-0.911, 0.055, -1.706], [0.962, 1.774, 1.869], [0.574, 0.100, -1.342], [1.046, -1.568, 1.771], [2.925, -4.633, -2.675], [2.938, -2.530, -3.679], [2.092, -1.654, 2.638], [3.660, -2.981, -4.844], [-0.708, -2.561, -4.082], [-1.805, -1.808, -3.675], [-0.746, -2.602, 0.550], [-2.062, -4.523, -4.305], [2.237, 3.693, 2.328], [-3.264, 0.900, -2.875], [2.763, -2.876, 2.914], [4.450, 2.449, 1.226], [2.693, -3.290, -2.587], [-3.687, 0.989, 3.929], [0.524, -2.701, 1.273], [2.217, -4.049, 2.349], [-2.664, 1.053, 3.023], [1.092, -3.960, 1.582], [3.465, 4.324, 2.368], [2.524, -0.502, 3.327], [-3.969, 3.497, 0.591], [-1.825, 2.720, -0.177], [-3.029, -2.456, -3.577], [-2.698, 1.832, 1.847], [-4.840, 1.756, 3.734], [-0.671, 0.853, -4.618], [-1.417, -1.349, 0.595], [4.590, 3.694, 1.839], [-3.415, -2.539, -0.183], [-1.348, -3.733, -0.025], [-3.872, 2.643, 1.704], [3.223, 1.816, 1.183], [3.633, -0.531, 4.138], [3.888, -2.881, 3.755], [-2.767, -1.379, 0.216], [-0.831, -3.899, -4.401], [-2.682, -3.702, -0.370], [-4.912, 2.587, 2.655], [4.340, -1.719, 4.333], [-2.954, 3.543, -0.323], [-1.656, 1.819, 0.867], [-3.162, -3.796, -3.887], [2.068, 2.395, 1.777], [2.587, -5.152, -1.880], [-2.163, -5.572, -4.550], [-1.216, 0.727, -5.549], [-3.152, -4.583, -0.789], [-4.863, 4.097, 0.480], [-3.196, 1.948, -3.141], [4.384, -3.821, 3.949], [1.950, 0.406, 3.243], [2.865, -5.094, -3.568], [0.629, -4.856, 1.199], [3.894, -2.123, -5.471], [-3.889, -1.900, -3.237], [-0.780, -4.634, -0.222], [2.836, -1.539, -3.520], [5.214, -1.724, 4.969], [-4.075, 0.472, -3.451], [3.947, 0.376, 4.637], [0.317, 0.427, -4.755], [0.260, -2.086, -4.142], [-5.773, 3.227, 2.515], [0.036, -4.462, -4.726], [-3.037, 4.202, -1.180], [-4.483, -2.534, -0.380], [-5.641, 1.711, 4.459], [2.672, -5.006, 2.564], [-1.067, 2.793, -0.953], [3.056, -3.680, -5.433], [-3.527, 0.854, -1.824], [4.594, -3.476, -4.560], [-3.353, -0.461, 0.264], [-0.541, 1.915, -4.445], [-3.596, 0.352, 4.793], [-4.125, -4.277, -3.792]],
  "mulliken_charge": [-1.8580, -0.0094, -0.2274, -0.1950, -0.0514, -0.2309, -0.2188, 0.1163, 0.4145, -0.4327, 0.1427, -0.1035, 0.1053, 1.7334, -0.4884, -0.0855, -0.1014, -1.1520, -0.0878, 0.5791, 1.1715, -0.4941, -0.0374, -1.2187, 0.8760, 0.2096, -0.0988, -0.7921, -0.3529, -1.4092, 0.9078, -0.9057, 0.2499, -0.4151, -1.0033, -0.8510, -0.0638, 0.0905, -0.6564, -1.3950, 0.8091, 0.3182, -1.2980, -0.5287, 1.2783, 0.6705, -0.6780, -0.7509, 0.1009, -0.5099, -0.8540, -0.8850, -0.8448, -0.9217, 1.4544, -0.7231, -0.7792, 0.2333, 0.3735, 0.3967, 0.3807, 0.3383, 0.3726, 0.4124, 0.4263, 0.2157, 0.4365, 0.3714, 0.2160, 0.3318, 0.2801, 0.3839, 0.5090, 0.5099, 0.2738, 0.1060, 0.3630, 0.3545, 0.4158, 0.3979, 0.3826, 0.4091, 0.2898, 0.2988, 0.1422, 0.3632, 0.3689, 0.3247, 0.4138, 0.3888]
}

***

(x)
{
  "formula": "C41H33BrCl5N4O3SSiZr",
  "method": "ωB97M-V/def2-TZVPD",
  "spin_multiplicity": 1,
  "homo_lumo_gap_ev": 6.0,
  "total_charge": -1,
  "elements": ["Zr", "Br", "Cl", "Cl", "Cl", "Cl", "Cl", "S", "Si", "O", "O", "O", "N", "N", "N", "N", "C", "C", "C", "C", "C", "C", "C", "C", "C", "C", "C", "C", "C", "C", "C", "C", "C", "C", "C", "C", "C", "C", "C", "C", "C", "C", "C", "C", "C", "C", "C", "C", "C", "C", "C", "C", "C", "C", "C", "C", "C", "H", "H", "H", "H", "H", "H", "H", "H", "H", "H", "H", "H", "H", "H", "H", "H", "H", "H", "H", "H", "H", "H", "H", "H", "H", "H", "H", "H", "H", "H", "H", "H", "H"],
  "xyz": [[0.232, -0.252, 0.856], [3.183, -0.838, 1.008], [2.324, 1.968, 5.911], [3.448, 4.833, 5.342], [2.460, 4.120, 0.080], [3.530, 5.880, 2.402], [1.277, 0.218, 3.575], [-0.738, 4.433, 2.370], [0.231, 0.709, -1.853], [1.393, 1.521, 0.941], [-2.917, 0.996, 2.944], [-1.007, 1.042, 2.046], [-3.208, 3.657, 1.804], [-2.597, 5.720, 0.992], [-1.858, 0.429, 2.826], [-1.943, -1.028, 0.616], [2.010, -2.763, -0.768], [2.857, 3.854, 4.048], [1.004, -2.886, 2.854], [2.165, -3.905, -1.610], [-3.622, 1.634, -1.277], [-4.016, -1.035, -0.650], [2.888, 4.313, 2.734], [2.351, 2.586, 4.298], [-0.142, -3.746, -2.222], [1.052, -4.388, -2.336], [-3.957, 6.111, 0.695], [3.107, 0.982, -2.086], [-0.271, -2.622, -1.380], [1.978, 0.270, -2.501], [2.197, -0.822, -3.349], [4.527, -4.100, -1.100], [2.406, 3.531, 1.694], [0.730, -4.080, 3.507], [-3.352, -2.956, 0.620], [4.421, -2.971, -0.264], [-4.220, -2.373, -0.238], [1.870, 1.811, 3.254], [0.118, 2.572, -2.202], [-2.720, 1.001, -0.469], [-2.261, 4.602, 1.701], [-4.723, 0.945, -1.828], [-1.469, -4.074, 2.583], [1.848, 2.256, 1.917], [-0.887, 0.012, -3.235], [0.745, -2.082, -0.613], [0.069, -2.234, 2.041], [3.420, -4.549, -1.751], [-2.181, -2.262, 1.035], [3.472, -1.186, -3.762], [-0.516, -4.678, 3.383], [3.212, -2.359, -0.125], [-2.876, -0.372, -0.164], [-4.922, -0.365, -1.504], [4.387, 0.630, -2.495], [4.576, -0.460, -3.334], [-1.174, -2.884, 1.915], [-5.779, -0.910, -1.884], [-1.248, -2.157, -1.380], [-5.082, -2.917, -0.608], [-0.775, 3.026, -1.758], [1.353, -1.419, -3.682], [0.977, 3.109, -1.809], [-5.414, 1.459, -2.484], [-2.966, 2.768, 2.243], [5.484, -4.593, -1.218], [2.985, 1.822, -1.410], [5.241, 1.202, -2.148], [-3.474, 2.684, -1.502], [1.493, -4.541, 4.124], [-1.001, -4.086, -2.791], [0.075, 2.726, -3.285], [3.478, -5.412, -2.406], [1.989, -2.453, 2.993], [-0.742, -5.601, 3.902], [-4.550, 6.296, 1.597], [-4.068, 3.715, 1.291], [-4.467, 5.354, 0.096], [-1.922, 1.569, -0.014], [-0.468, 0.303, -4.203], [-1.894, 0.434, -3.162], [5.574, -0.744, -3.647], [3.606, -2.047, -4.407], [-1.902, 6.443, 1.076], [-2.446, -4.532, 2.500], [-3.512, -3.970, 0.948], [-3.934, 7.022, 0.101], [-0.983, -1.073, -3.228], [5.287, -2.588, 0.258], [1.176, -5.251, -2.980]],
  "mulliken_charge": [-1.5534, -0.0620, -0.2262, -0.2304, -0.2397, -0.2210, -0.3006, -0.1997, 0.9815, 1.1917, -0.6018, -0.5991, -0.1941, -0.1541, 0.4865, 2.0664, -0.8327, 0.2071, -0.4688, 1.3984, -0.8381, 1.1381, 0.4163, 0.2283, -1.3570, -1.4642, -0.9716, -0.0953, -1.1159, 0.5615, -0.2330, -0.8166, 0.2126, -1.0890, -1.2545, -0.8122, -1.5092, 0.9060, -1.1467, -0.9165, 0.1887, -0.9277, -0.9210, -2.1222, -1.4244, 2.5054, 1.6876, -0.7670, 0.8462, -0.6464, -0.9961, 0.8920, -0.0253, -0.7875, -0.6459, -0.5770, 0.7892, 0.4117, 0.4939, 0.4091, 0.0951, 0.2681, 0.1708, 0.3926, 0.0589, 0.3765, 0.0603, 0.4069, 0.4722, 0.4438, 0.4595, 0.4143, 0.3746, 0.3596, 0.3810, 0.3093, 0.1835, 0.2366, 0.9243, 0.5390, 0.2323, 0.3547, 0.3603, 0.2570, 0.3471, 0.3786, 0.3672, 0.3474, 0.4551, 0.2990]
}

***

Least stable of them? (x).

***

(w)
{
  "formula": "C4H14N2OS",
  "method": "ωB97M-V/def2-TZVPD",
  "spin_multiplicity": 1,
  "homo_lumo_gap_ev": 9.2,
  "smiles": "NC[C@H](N)CCS.O",
  "total_charge": 0,
  "elements": ["S", "O", "N", "N", "C", "C", "C", "C", "H", "H", "H", "H", "H", "H", "H", "H", "H", "H", "H", "H", "H", "H"],
  "xyz": [[2.516, 1.354, -1.679], [0.857, -1.851, 2.117], [-1.418, 0.261, -1.735], [-2.068, 1.352, 1.046], [-1.080, 0.274, 0.769], [2.028, 0.067, -0.496], [-0.499, 0.474, -0.623], [0.670, -0.547, -0.792], [-2.200, 0.901, -1.703], [-0.135, 1.499, -0.696], [2.525, 0.582, -2.774], [1.995, 0.607, 0.452], [0.410, -1.356, -0.120], [-2.535, 1.111, 1.918], [0.629, -0.922, -1.816], [-1.665, -0.642, 0.918], [0.269, -1.461, 2.780], [-0.232, 0.179, 1.442], [0.344, -2.652, 1.935], [2.791, -0.701, -0.387], [-1.706, -0.702, -1.816], [-1.498, 2.173, 1.260]],
  "nbo_charge": [-0.0444, -0.9255, -0.8442, -0.8279, -0.2375, -0.5056, -0.0589, -0.4232, 0.3725, 0.1926, 0.1164, 0.2139, 0.2167, 0.3491, 0.2118, 0.1750, 0.4660, 0.1693, 0.4672, 0.2199, 0.3509, 0.3459]
}

***

(x)
{
  "formula": "C4H14N2OS",
  "method": "ωB97M-V/def2-TZVPD",
  "spin_multiplicity": 1,
  "homo_lumo_gap_ev": 9.1,
  "smiles": "NCNCCCS.O",
  "total_charge": 0,
  "elements": ["S", "O", "N", "N", "C", "C", "C", "C", "H", "H", "H", "H", "H", "H", "H", "H", "H", "H", "H", "H", "H", "H"],
  "xyz": [[1.133, 0.629, -1.818], [-0.862, 3.065, -0.274], [0.100, -1.562, 1.592], [-0.007, 0.929, 1.965], [0.348, -1.157, -1.560], [-0.743, -2.067, 0.540], [-0.896, -1.045, -0.670], [-0.322, -0.429, 2.422], [-0.300, 1.075, 1.006], [-1.068, -0.036, -0.303], [0.021, -0.592, 3.472], [1.634, 0.434, -3.103], [-1.761, -2.372, 0.953], [1.133, -1.735, -1.084], [0.977, 1.149, 1.918], [-0.333, -3.107, 0.197], [-0.326, 3.442, 0.436], [1.062, -1.710, 1.373], [-1.422, -0.420, 2.431], [0.028, -1.246, -2.599], [-1.756, -1.331, -1.348], [-0.662, 3.608, -1.046]],
  "nbo_charge": [-0.1571, -0.9422, -0.6785, -0.8541, -0.4382, -0.2094, -0.4566, -0.0582, 0.3614, 0.2177, 0.1896, 0.1295, 0.1946, 0.2142, 0.3490, 0.1960, 0.4733, 0.3668, 0.1866, 0.2328, 0.2096, 0.4731]
}

***

(y)
{
  "formula": "C4H14N2OS",
  "method": "ωB97M-V/def2-TZVPD",
  "spin_multiplicity": 1,
  "homo_lumo_gap_ev": 9.5,
  "smiles": "NCNCCCS.O",
  "total_charge": 0,
  "elements": ["S", "O", "N", "N", "C", "C", "C", "C", "H", "H", "H", "H", "H", "H", "H", "H", "H", "H", "H", "H", "H", "H"],
  "xyz": [[2.190, -2.021, 1.094], [-3.273, 1.223, -2.523], [-0.787, 2.336, 1.909], [0.129, 0.569, 0.492], [0.645, -1.251, -1.101], [-0.537, 0.925, 1.739], [-0.343, -0.680, -0.102], [2.093, -1.424, -0.631], [2.534, -2.176, -1.270], [-1.085, 2.744, 1.035], [0.665, -0.610, -1.983], [0.038, 0.607, 2.620], [0.273, -2.222, -1.407], [2.687, -0.517, -0.703], [-1.463, 0.361, 1.789], [1.133, 0.506, 0.645], [0.050, 2.795, 2.242], [-0.566, -1.430, 0.648], [-3.816, 1.996, -2.766], [-1.250, -0.485, -0.689], [-2.555, 1.596, -2.001], [3.239, -2.842, 0.961]],
  "nbo_charge": [-0.0788, -0.9379, -0.8315, -0.6579, -0.4108, -0.0553, -0.2260, -0.5141, 0.2282, 0.3557, 0.2130, 0.1683, 0.2142, 0.2078, 0.1717, 0.3542, 0.3541, 0.1773, 0.4695, 0.1965, 0.4688, 0.1327]
}

***

Least stable of them? (x).

***

(w)
{
  "formula": "C3H6FNS",
  "method": "ωB97M-V/def2-TZVPD",
  "spin_multiplicity": 1,
  "homo_lumo_gap_ev": 9.6,
  "smiles": "CS/N=C\\CF",
  "total_charge": 0,
  "elements": ["S", "F", "N", "C", "C", "C", "H", "H", "H", "H", "H", "H"],
  "xyz": [[0.785, -0.031, -0.746], [-1.027, 2.045, 2.494], [-0.727, -0.540, -0.035], [-1.101, 0.252, 0.947], [0.918, -1.330, -1.964], [-0.260, 1.327, 1.552], [0.040, -1.976, -1.810], [0.931, -0.996, -2.990], [0.034, 2.067, 0.836], [-2.004, 0.135, 1.441], [1.760, -1.955, -1.789], [0.650, 1.001, 2.062]],
  "nbo_charge": [0.3516, -0.3706, -0.5149, 0.0511, -0.7673, -0.0360, 0.2542, 0.2238, 0.1926, 0.1966, 0.2201, 0.1988]
}

***

(x)
{
  "formula": "C3H6FNS",
  "method": "ωB97M-V/def2-TZVPD",
  "spin_multiplicity": 1,
  "homo_lumo_gap_ev": 10.0,
  "smiles": "FCC/C=N/S",
  "total_charge": 0,
  "elements": ["S", "F", "N", "C", "C", "C", "H", "H", "H", "H", "H", "H"],
  "xyz": [[3.195, -0.095, 0.127], [-2.899, -0.134, -0.083], [1.564, -0.103, -0.503], [-0.696, 0.574, -0.252], [-1.597, -0.475, 0.317], [0.690, 0.502, 0.240], [3.552, -1.063, -0.752], [-1.454, -1.492, -0.119], [0.986, 0.986, 1.201], [-1.129, 1.586, -0.299], [-1.544, -0.476, 1.395], [-0.667, 0.188, -1.274]],
  "nbo_charge": [0.1394, -0.3765, -0.5192, -0.5161, 0.0740, 0.0904, 0.1276, 0.1781, 0.1647, 0.2435, 0.1581, 0.2359]
}

***

Least stable of them? (x).